[1]
This record from OMol25 describes one molecule with the formula C11H17N3O. The level of theory is wB97M-V/def2-TZVPD.

Last column: Mulliken charge in e.
CARTESIAN COORDINATES (ANGSTROEM)
C1 3.716 1.511 -1.439  -1.187
C2 2.341 0.906 -1.235  0.643
C3 1.986 -0.351 -1.817  -0.844
C4 0.658 -0.516 -1.652  0.879
C5 -0.173 -1.669 -2.225  -1.220
N1 0.252 0.596 -0.948  0.893
C6 -1.079 0.808 -0.301  -0.660
C7 -1.327 2.237 0.068  -1.508
N2 -1.293 -0.034 0.884  0.369
C8 -0.256 -0.158 1.862  -0.377
C9 -0.941 -0.898 2.958  -0.649
C10 -2.003 -1.799 2.239  -0.605
C11 -2.235 -1.000 0.960  0.578
O1 -3.209 -1.129 0.226  -0.683
N3 1.311 1.435 -0.657  -0.971
H1 3.620 2.509 -1.846  0.323
H2 4.341 0.929 -2.138  0.303
H3 4.264 1.525 -0.488  0.265
H4 2.616 -1.000 -2.431  0.294
H5 0.412 -2.321 -2.932  0.347
H6 -1.007 -1.245 -2.722  0.320
H7 -0.531 -2.299 -1.406  0.227
H8 -1.855 0.562 -1.048  0.402
H9 -1.145 2.895 -0.767  0.443
H10 -2.377 2.361 0.396  0.392
H11 -0.658 2.494 0.890  0.290
H12 0.592 -0.786 1.481  0.216
H13 0.143 0.817 2.141  0.262
H14 -0.212 -1.474 3.552  0.362
H15 -1.449 -0.199 3.642  0.291
H16 -1.598 -2.759 1.954  0.264
H17 -2.904 -1.949 2.797  0.343

The relative energy (zero: lowest compared OMol25 entry of this formula, charge and spin) comes out at 0.0 kcal per mole. For the highest occupied orbital energy, the calculation gives -9.03 eV. As for the SMILES: Cc1cc(C)n([C@H](C)N2CCCC2=O)n1. The total energy is -668.86667 Eh. Its charge is 0. For the gap between HOMO and LUMO, the calculation gives 9.88 eV.

=====

[2]
This record from OMol25 describes C11H17N3O4Pd as an isolated structure. The level of theory is wB97M-V/def2-TZVPD.

Last column: Löwdin spin population.
CARTESIAN COORDINATES (ANGSTROEM)
Pd1 0.196 -0.462 -1.160  1.120
O1 0.284 2.701 -2.080  0.009
C1 0.287 1.540 -2.068  0.128
C2 0.157 -2.198 -2.203  0.121
O2 0.093 -3.322 -2.294  0.013
C3 2.130 -0.395 -1.736  0.149
O3 3.256 -0.328 -1.524  0.027
C4 -1.787 -0.391 -1.721  0.118
O4 -2.934 -0.244 -1.634  0.014
C5 0.061 0.523 -5.945  0.001
H1 -0.873 1.085 -5.886  0.000
H2 0.989 1.081 -5.964  0.000
C6 0.067 -0.817 -5.927  0.002
H3 0.985 -1.363 -5.915  0.000
H4 -0.871 -1.373 -5.863  0.000
C7 -0.935 2.494 2.021  0.001
N1 -0.500 1.252 2.641  0.008
C8 -0.358 1.307 4.087  0.004
C9 -0.169 0.220 1.814  0.022
N2 -0.400 0.503 0.538  0.169
N3 0.369 -0.965 2.191  0.007
C10 0.472 -1.454 3.563  0.002
C11 0.682 -1.946 1.155  0.051
H5 -0.887 3.259 2.777  0.000
H6 -1.971 2.407 1.669  0.000
H7 -0.264 2.791 1.210  0.001
H8 -1.022 0.600 4.593  0.000
H9 0.689 1.214 4.395  0.000
H10 -0.684 2.299 4.386  0.001
H11 -0.949 1.352 0.412  0.003
H12 -0.320 -2.171 3.800  0.000
H13 1.442 -1.941 3.704  0.001
H14 0.417 -0.644 4.270  0.000
H15 -0.228 -2.340 0.687  0.002
H16 1.346 -1.501 0.391  0.019
H17 1.228 -2.775 1.616  0.006

Its multiplicity is 3. For the highest occupied orbital energy (spin up / spin down), the calculation gives -15.35 / -15.34 eV. The expectation value of S² is 2.011. The total energy is -1021.66710 Eh. Its charge is +2. For the gap between HOMO and LUMO (spin up / spin down), the calculation gives 7.61 / 4.81 eV.

=====

[3]
This record from OMol25 describes C11H17NO as an isolated structure. The level of theory is wB97M-V/def2-TZVPD.

Last column: Mulliken charge in e.
CARTESIAN COORDINATES (ANGSTROEM)
C1 1.384 0.815 1.472  -1.177
C2 0.200 1.214 1.032  0.103
C3 -0.437 -2.089 0.828  -0.200
C4 -0.158 0.174 -0.002  -0.009
C5 -1.222 -0.832 0.458  0.298
C6 1.196 -0.585 0.120  0.223
C7 -0.649 2.381 1.417  -1.225
C8 -3.286 -0.009 -0.763  -1.155
C9 3.630 -0.906 -0.434  -1.227
C10 -2.299 -1.155 -0.581  -0.851
C11 2.254 -0.483 -0.942  -0.376
N1 0.882 -1.851 0.616  0.067
O1 -0.892 -3.134 1.229  -0.670
H1 2.126 1.099 2.184  0.415
H2 -0.366 0.563 -1.003  0.639
H3 -1.714 -0.484 1.372  0.542
H4 -0.275 2.845 2.326  0.397
H5 -1.680 2.068 1.573  0.308
H6 -0.643 3.123 0.617  0.269
H7 -4.021 -0.261 -1.523  0.393
H8 -2.776 0.903 -1.068  0.300
H9 -3.814 0.188 0.169  0.301
H10 3.632 -1.955 -0.141  0.318
H11 3.907 -0.306 0.429  0.314
H12 4.379 -0.770 -1.210  0.387
H13 -1.819 -1.388 -1.536  0.339
H14 -2.832 -2.051 -0.251  0.388
H15 1.963 -1.116 -1.788  0.325
H16 2.295 0.551 -1.290  0.335
H17 1.578 -2.556 0.800  0.227

The relative energy (zero: lowest compared OMol25 entry of this formula, charge and spin) comes out at 26.2 kcal per mole. For the highest occupied orbital energy, the calculation gives -8.43 eV. The total energy is -559.29193 Eh. Its charge is 0. For the gap between HOMO and LUMO, the calculation gives 9.28 eV.

=====

[4]
This record from OMol25 describes a 2-piece molecular cluster, C11H17NO2 overall. The level of theory is wB97M-V/def2-TZVPD.

Last column: Mulliken charge in e.
CARTESIAN COORDINATES (ANGSTROEM)
C1 -0.185 0.961 -3.436  -1.294
C2 -0.191 -0.169 -2.432  -0.112
C3 1.077 0.056 -1.492  0.657
C4 1.465 1.230 -0.979  -0.284
C5 2.614 1.353 -0.163  -0.638
C6 3.426 0.227 0.057  0.522
O1 4.746 0.233 0.541  -0.515
C7 2.969 -0.966 -0.443  -0.363
C8 1.846 -1.113 -1.226  -0.676
H1 -0.932 0.823 -4.236  0.376
H2 0.755 0.993 -3.919  0.365
H3 -0.428 1.926 -2.947  0.279
H4 -1.050 -0.180 -1.740  0.120
H5 -0.131 -1.180 -3.041  0.281
H6 0.970 2.183 -1.342  0.107
H7 3.020 2.274 0.271  0.269
H8 5.113 1.090 0.728  0.298
H9 3.700 -1.789 -0.374  0.310
H10 1.585 -2.052 -1.718  0.296
C9 -2.827 0.437 1.306  -1.040
C10 -2.216 -1.023 1.538  -0.126
C11 -2.467 -1.493 2.963  0.374
N1 -2.524 -0.487 3.872  -0.340
O2 -2.786 -2.606 3.543  -0.676
H11 -3.941 0.294 1.350  0.283
H12 -2.521 0.926 0.427  0.355
H13 -2.549 1.090 2.192  0.285
H14 -2.719 -1.818 0.816  0.249
H15 -1.124 -1.001 1.326  0.204
H16 -2.773 -0.627 4.793  0.210
H17 -1.922 0.407 3.765  0.222

The relative energy (zero: lowest compared OMol25 entry of this formula, charge and spin) comes out at 44.5 kcal per mole. For the highest occupied orbital energy, the calculation gives -8.75 eV. As for the SMILES: CCc1ccc(O)cc1.CCC(N)=O. The total energy is -634.52712 Eh. Its charge is 0. For the gap between HOMO and LUMO, the calculation gives 9.33 eV.

=====

[5]
This record from OMol25 describes one molecule with the formula C11H17NO2S. The level of theory is wB97M-V/def2-TZVPD.

Last column: Mulliken charge in e.
CARTESIAN COORDINATES (ANGSTROEM)
C1 -1.018 -2.322 0.792  -1.091
C2 -1.739 -1.686 -0.540  1.028
C3 -2.127 -2.471 -1.547  -1.100
O1 -2.967 -1.027 0.055  -0.461
C4 -2.999 0.403 0.839  -0.547
C5 -2.746 1.553 -0.129  -0.327
C6 -1.518 2.306 0.408  -1.168
N1 -0.326 1.573 0.743  -0.029
C7 0.555 1.248 -0.427  -0.005
O2 0.266 1.892 -1.469  -0.659
C8 1.773 0.616 -0.348  0.665
C9 2.558 0.228 -1.125  -0.041
C10 3.519 -0.728 -0.875  -0.551
C11 3.263 -0.981 0.670  -0.265
S1 2.005 -0.199 1.263  -0.155
H1 0.023 -2.731 0.327  0.191
H2 -0.694 -1.618 1.552  0.261
H3 -1.653 -3.178 0.988  0.372
H4 -1.132 -0.714 -0.828  -0.313
H5 -2.836 -3.312 -1.142  0.291
H6 -1.177 -2.789 -2.119  0.335
H7 -2.607 -1.766 -2.466  0.261
H8 -3.892 0.246 1.356  0.448
H9 -2.188 0.215 1.576  0.179
H10 -2.340 0.959 -1.146  0.122
H11 -3.515 2.160 -0.081  0.492
H12 -1.723 2.850 1.501  0.300
H13 -1.429 3.136 -0.022  0.632
H14 -0.061 0.876 1.443  0.272
H15 2.628 0.608 -2.247  0.240
H16 4.367 -0.925 -1.635  0.305
H17 3.905 -1.692 1.291  0.316

The relative energy (zero: lowest compared OMol25 entry of this formula, charge and spin) comes out at 211.3 kcal per mole. For the highest occupied orbital energy, the calculation gives -8.84 eV. As for the SMILES: CC(C)OCCCNC(=O)c1cccs1. The total energy is -1032.44201 Eh. Its charge is 0. For the gap between HOMO and LUMO, the calculation gives 8.81 eV.

=====

[6]
This record from OMol25 describes C11H17NO2S2 as an isolated structure. The level of theory is wB97M-V/def2-TZVPD.

Last column: Mulliken charge in e.
CARTESIAN COORDINATES (ANGSTROEM)
C1 -4.191 -1.311 3.466  -1.243
H1 -5.063 -2.067 3.572  0.311
H2 -4.822 -0.405 3.669  0.306
H3 -3.443 -1.419 4.113  0.414
C2 -3.740 -0.989 1.960  -0.665
C3 -2.520 -0.071 1.863  -0.513
H4 -1.516 -0.302 2.507  0.471
H5 -3.053 0.889 2.021  0.381
S1 -2.113 0.177 -0.049  0.216
N1 -1.116 1.368 0.091  -0.337
S2 0.336 1.139 0.787  1.189
O1 0.538 2.593 1.303  -0.853
O2 0.300 0.376 1.847  -0.619
C4 1.503 0.945 -0.395  0.082
C5 1.544 2.063 -1.474  -0.648
C6 2.637 1.763 -2.362  -0.267
C7 3.340 0.757 -2.314  0.497
C8 3.290 -0.268 -1.367  -1.042
C9 2.167 -0.166 -0.435  0.169
H6 2.294 -0.893 0.450  0.267
H7 3.820 -1.101 -1.521  0.550
C10 4.471 0.327 -3.574  -1.758
H8 5.198 0.964 -3.415  0.480
H9 4.011 0.636 -4.464  0.468
H10 4.471 -0.591 -3.872  0.553
H11 2.508 2.487 -3.187  0.275
H12 0.984 3.004 -1.246  0.400
C11 -1.224 -1.549 -0.254  -1.484
H13 -1.720 -2.259 -0.131  0.717
H14 -0.621 -1.362 -1.037  0.492
H15 -0.490 -1.580 0.557  0.401
H16 -3.278 -2.093 1.616  0.162
H17 -4.502 -1.060 1.272  0.627

The relative energy (zero: lowest compared OMol25 entry of this formula, charge and spin) comes out at 236.0 kcal per mole. For the highest occupied orbital energy, the calculation gives -8.54 eV. The total energy is -1430.53651 Eh. Its charge is 0. For the gap between HOMO and LUMO, the calculation gives 8.56 eV.

=====

[7]
This record from OMol25 describes a 2-piece molecular cluster, C11H17NO3 overall. The level of theory is wB97M-V/def2-TZVPD.

Last column: Mulliken charge in e.
CARTESIAN COORDINATES (ANGSTROEM)
C1 -2.388 1.968 -0.197  -0.692
C2 -3.143 0.976 -0.881  -0.696
C3 -1.554 1.351 0.761  0.463
C4 -2.924 -0.170 -0.249  0.151
C5 2.006 0.345 -0.850  1.775
C6 1.786 -0.316 0.367  -0.248
C7 1.307 0.011 -2.163  -1.212
C8 3.360 1.029 -1.258  -1.657
C9 2.538 -0.494 1.578  -1.342
C10 -1.773 -2.438 1.435  -1.314
C11 -1.350 -1.010 1.391  -0.046
N1 -1.894 -0.001 0.731  0.149
O1 1.189 0.946 0.088  -0.401
O2 -0.755 1.906 1.662  -0.543
O3 -3.470 -1.401 -0.523  -0.642
H1 -2.533 3.068 -0.234  0.353
H2 -3.574 1.117 -1.841  0.445
H3 1.215 0.970 -2.771  0.317
H4 0.235 -0.337 -2.104  0.218
H5 1.673 -0.807 -2.925  0.299
H6 3.229 1.665 -2.091  0.444
H7 4.148 0.356 -1.685  0.359
H8 3.942 1.599 -0.518  0.386
H9 2.560 -1.545 1.909  0.335
H10 2.038 0.032 2.421  0.266
H11 3.546 -0.249 1.513  0.472
H12 -1.117 -3.214 1.001  0.274
H13 -2.777 -2.542 0.886  0.387
H14 -1.982 -2.871 2.447  0.309
H15 -0.482 -0.695 1.893  0.632
H16 -0.303 2.654 1.151  0.384
H17 -2.756 -1.902 -0.945  0.375

The relative energy (zero: lowest compared OMol25 entry of this formula, charge and spin) comes out at 164.2 kcal per mole. For the highest occupied orbital energy (spin up / spin down), the calculation gives -7.36 / -6.18 eV. The total energy is -709.56887 Eh. Its charge is 0. For the gap between HOMO and LUMO (spin up / spin down), the calculation gives 8.04 / 6.39 eV.

=====

charge of number 7 (C11H17NO3)?
0